{
  "formula": "C46H107N5O8S4",
  "method": "the ωB97M-V functional and the def2-TZVPD basis",
  "elements": ["C", "C", "N", "C", "C", "C", "C", "H", "H", "H", "H", "H", "H", "H", "H", "H", "H", "H", "H", "H", "H", "H", "C", "C", "N", "C", "C", "C", "C", "H", "H", "H", "H", "H", "H", "H", "H", "H", "H", "H", "H", "H", "H", "H", "C", "C", "N", "C", "C", "C", "C", "H", "H", "H", "H", "H", "H", "H", "H", "H", "H", "H", "H", "H", "H", "H", "C", "C", "N", "C", "C", "C", "C", "H", "H", "H", "H", "H", "H", "H", "H", "H", "H", "H", "H", "H", "H", "H", "C", "C", "N", "C", "C", "C", "C", "H", "H", "H", "H", "H", "H", "H", "H", "H", "H", "H", "H", "H", "H", "H", "C", "C", "C", "S", "O", "O", "C", "H", "H", "H", "H", "H", "H", "H", "H", "C", "C", "C", "S", "O", "O", "C", "H", "H", "H", "H", "H", "H", "H", "H", "C", "C", "C", "S", "O", "O", "C", "H", "H", "H", "H", "H", "H", "H", "H", "C", "C", "C", "S", "O", "O", "C", "H", "H", "H", "H", "H", "H", "H", "H"],
  "positions_angstrom": [[-1.36948, 11.74893, -10.29167], [-0.40452, 12.81799, -10.85605], [-0.21416, 13.96712, -10.00295], [0.65502, 15.11536, -10.60562], [2.08826, 14.69128, -10.98359], [-1.43863, 14.49152, -9.38927], [-1.32826, 15.57391, -8.34688], [-1.26292, 11.41331, -9.26011], [-1.20674, 10.82924, -10.85362], [-2.40937, 12.07121, -10.34516], [0.58242, 12.41054, -11.07516], [-0.82394, 13.11218, -11.81816], [0.11431, 15.45754, -11.48803], [0.94770, 15.95390, -9.97374], [2.54373, 15.52870, -11.51217], [2.68613, 14.52476, -10.08753], [2.06468, 13.78922, -11.59500], [-2.06638, 13.74745, -8.89899], [-2.04368, 14.88609, -10.20555], [-2.28033, 15.88054, -7.91369], [-0.86402, 16.42337, -8.84790], [-0.68777, 15.29177, -7.51126], [-15.19173, 18.33767, 1.27796], [-14.09133, 19.10628, 0.52813], [-14.61530, 20.27211, -0.13090], [-15.42215, 19.89749, -1.24321], [-16.60990, 20.90839, -1.40964], [-13.67213, 21.39635, -0.37990], [-13.28793, 22.05372, 0.94482], [-15.87994, 17.84731, 0.58948], [-15.71087, 19.00995, 1.96106], [-14.75778, 17.54101, 1.88222], [-13.38729, 19.42462, 1.29696], [-13.57157, 18.44053, -0.16087], [-14.89552, 19.85831, -2.19675], [-15.94363, 18.94826, -1.12031], [-17.41999, 20.61676, -2.07807], [-17.05503, 21.00412, -0.41929], [-16.31760, 21.89923, -1.75735], [-14.13952, 22.19702, -0.95312], [-12.83630, 21.07109, -0.99934], [-12.57832, 22.87922, 0.88916], [-12.91861, 21.39356, 1.72961], [-14.18829, 22.51838, 1.34678], [-9.11270, 7.46720, -2.96443], [-8.34981, 6.79798, -4.11878], [-6.92887, 7.14410, -4.26994], [-6.04894, 6.70859, -3.21033], [-6.18157, 5.26834, -2.94493], [-6.73250, 8.58014, -4.57841], [-5.53597, 8.80374, -5.40949], [-8.98676, 8.54589, -3.05758], [-8.65870, 7.10548, -2.04186], [-10.17718, 7.24258, -2.89722], [-8.41174, 5.71152, -4.05674], [-8.76695, 7.09151, -5.08208], [-4.97892, 6.89157, -3.30864], [-6.37767, 7.19251, -2.29063], [-7.17975, 5.07603, -2.55154], [-6.00596, 4.62906, -3.81013], [-5.54302, 4.97340, -2.11224], [-6.67545, 9.13101, -3.63959], [-7.62395, 8.87426, -5.13240], [-4.66091, 8.78908, -4.75976], [-5.59369, 9.86748, -5.64021], [-5.31238, 8.20435, -6.29200], [-12.70993, 19.06593, -7.42318], [-12.43704, 20.16877, -8.43254], [-12.74746, 21.51035, -7.90261], [-12.05981, 22.03209, -6.69501], [-10.57108, 21.71509, -6.71194], [-14.14712, 21.74100, -7.92284], [-14.53157, 23.26091, -7.66758], [-13.76068, 18.87994, -7.20087], [-12.22304, 19.23768, -6.46321], [-12.15477, 18.22194, -7.83255], [-11.38787, 20.08610, -8.71626], [-12.98317, 19.95566, -9.35146], [-12.46046, 21.49180, -5.83731], [-12.15362, 23.10946, -6.55866], [-10.13102, 22.41299, -5.99964], [-10.14326, 21.76306, -7.71332], [-10.31282, 20.79119, -6.19443], [-14.61437, 21.50409, -8.87869], [-14.58655, 21.11814, -7.14371], [-14.17067, 23.60083, -6.69686], [-13.97117, 23.89410, -8.35543], [-15.58147, 23.52428, -7.79587], [0.34021, 23.15312, 0.71521], [-0.64326, 23.64494, -0.40027], [-0.04157, 23.54833, -1.72675], [0.86997, 24.64693, -1.92184], [2.20796, 24.15217, -2.69806], [-0.93296, 23.28795, -2.86342], [-1.73100, 21.97150, -2.75558], [-0.07709, 23.29861, 1.71160], [1.28361, 23.69877, 0.73394], [0.58067, 22.09282, 0.63744], [-1.56767, 23.07370, -0.48545], [-0.99245, 24.66324, -0.22929], [0.48356, 25.57371, -2.34595], [1.22984, 25.05242, -0.97623], [2.07115, 23.45211, -3.52225], [2.59737, 25.11785, -3.02044], [2.92198, 23.70641, -2.00556], [-0.38734, 23.34347, -3.80540], [-1.65012, 24.09822, -2.99470], [-2.58492, 22.05026, -2.08273], [-1.15875, 21.22234, -2.20842], [-1.98104, 21.58124, -3.74213], [-0.44952, 11.53137, -2.57849], [0.51823, 12.60251, -3.06847], [0.94736, 12.05141, -4.46136], [1.15727, 10.15814, -4.24969], [2.56626, 9.75926, -3.95839], [0.33989, 9.35557, -5.19212], [0.25715, 10.14153, -2.66483], [-1.39142, 11.55273, -3.12663], [-0.78308, 11.79663, -1.57526], [1.36523, 12.72298, -2.39308], [-0.00552, 13.55430, -2.97969], [1.83964, 12.41008, -4.97449], [0.10421, 12.11314, -5.14940], [1.07248, 10.30688, -1.96056], [-0.17635, 9.14508, -2.57968], [-16.34962, 11.64603, -2.48833], [-16.14078, 10.70351, -3.67005], [-15.09468, 11.26935, -4.64081], [-14.19356, 12.60989, -3.70001], [-14.58934, 13.96985, -4.11754], [-12.71448, 12.33849, -3.57301], [-15.00726, 12.30614, -2.03062], [-16.75237, 11.10015, -1.63517], [-17.02083, 12.45860, -2.76637], [-17.10353, 10.51028, -4.14323], [-15.81574, 9.71771, -3.33742], [-15.44768, 11.79822, -5.52615], [-14.41128, 10.51433, -5.02941], [-14.92871, 13.18944, -1.39680], [-14.45499, 11.50779, -1.53490], [-6.58796, 17.44408, 3.68254], [-7.68247, 18.03503, 4.54213], [-8.27739, 19.30389, 3.93837], [-7.02967, 19.96680, 2.81246], [-6.46835, 21.20515, 3.31648], [-7.52091, 19.87112, 1.43861], [-5.78718, 18.61460, 3.13882], [-7.17482, 16.95389, 2.90575], [-5.99962, 16.60702, 4.05842], [-7.36681, 18.22168, 5.56859], [-8.55436, 17.38160, 4.57280], [-8.31803, 20.17021, 4.59863], [-9.17542, 19.10295, 3.35418], [-5.22507, 18.93239, 4.01696], [-5.06786, 18.52376, 2.32494], [-8.46756, 15.94847, -2.03738], [-8.37466, 16.64140, -3.36458], [-6.89850, 16.87763, -3.72364], [-5.95999, 15.41100, -2.92821], [-4.86808, 15.85494, -2.03015], [-5.51366, 14.44899, -3.94694], [-7.44909, 14.77564, -2.00930], [-9.51853, 15.68211, -1.92507], [-8.28770, 16.55534, -1.15000], [-8.89215, 17.60051, -3.34433], [-8.83460, 16.05918, -4.16306], [-6.52557, 17.78509, -3.24875], [-6.56519, 16.97229, -4.75710], [-7.05578, 14.44446, -1.04820], [-7.74675, 13.85753, -2.51582]],
  "atomic_forces_ev_per_a": [[0.3, -0.2, 0.0], [-0.2, 0.1, 0.4], [1.6, 2.1, 1.8], [-0.1, -2.1, 0.0], [-0.8, -0.4, -0.1], [-0.7, -0.2, -0.5], [1.2, 0.6, -0.2], [0.6, 0.5, 0.2], [-0.3, 0.1, -0.3], [0.0, -0.1, -0.4], [-0.1, -0.3, 0.1], [-0.2, 0.2, -0.5], [0.0, 0.4, -0.2], [-1.4, -0.1, 0.7], [0.0, -0.2, -0.2], [-0.1, -0.2, 0.0], [0.4, 0.1, -0.1], [0.4, -0.7, -0.4], [-0.6, 0.3, -0.3], [-0.1, -0.2, -0.4], [-0.1, 0.4, 0.4], [0.1, -0.2, 0.0], [0.4, -0.1, -0.1], [0.0, 0.0, 1.0], [0.2, 0.7, 0.2], [-2.1, 1.4, -1.4], [0.2, -0.1, 0.3], [-0.3, -0.5, 0.6], [-0.2, 0.3, 0.4], [-0.2, 0.2, 0.1], [-0.2, 0.0, -0.2], [0.2, 0.0, 0.0], [0.2, 0.0, -0.2], [0.3, -0.2, -0.2], [0.5, -0.2, -0.2], [0.6, -0.2, 0.3], [0.2, -0.5, -0.2], [0.0, 0.2, 0.0], [0.3, 0.0, 0.2], [-0.5, -0.3, -0.2], [0.5, -0.2, 0.1], [0.2, -0.1, -0.5], [0.1, -0.2, -0.2], [-0.2, -0.1, 0.1], [0.8, -0.2, -0.1], [0.2, -0.1, -0.4], [0.3, 0.7, -0.6], [-0.5, 0.3, 0.6], [-0.5, -1.6, 0.9], [-1.4, -2.2, 0.0], [1.6, 1.6, 0.5], [-0.1, 0.0, 0.3], [-0.1, 0.3, 0.3], [0.0, -0.1, -0.4], [-0.2, 0.1, 0.0], [-0.3, -0.1, 0.0], [-0.2, 0.7, -0.8], [0.3, 0.5, 0.6], [-0.1, -0.3, -0.2], [0.1, 0.0, 0.0], [0.3, -0.1, -0.2], [0.0, 0.5, 0.0], [-0.1, 0.3, 0.1], [0.3, -0.4, -0.1], [0.2, 0.1, -0.7], [-0.6, -0.1, 0.1], [0.7, -0.4, 0.0], [0.3, 0.6, 1.4], [1.1, 1.0, -1.6], [0.2, -1.9, -0.9], [0.1, 0.2, 0.9], [-1.4, 2.0, 0.8], [1.0, -0.6, -0.1], [0.1, -0.3, -0.4], [0.1, 0.3, 0.1], [-0.7, -0.7, 0.1], [0.1, 0.3, 0.1], [-0.3, 0.4, 0.0], [-0.4, 0.3, 0.6], [-0.5, -0.2, -0.4], [0.4, 0.5, -0.5], [0.2, 0.2, 0.2], [-0.3, -0.5, -0.6], [0.3, -0.4, -0.1], [-0.8, -0.1, 0.2], [-0.4, -0.2, 0.2], [0.0, -0.1, -0.4], [0.0, -0.5, 0.1], [-0.8, 0.2, -0.2], [0.1, -0.7, -0.3], [0.3, 0.2, 0.1], [2.4, -1.2, -0.9], [-1.4, 1.6, 1.0], [-0.5, 0.1, 0.4], [0.8, 0.1, 0.7], [-0.3, 0.1, 0.0], [0.0, 0.1, -0.3], [-0.1, 0.0, -0.3], [0.1, -0.4, 0.7], [0.1, 0.4, 0.4], [-0.6, -0.1, -0.9], [0.0, -0.5, 0.3], [-0.4, 0.3, 0.0], [0.6, -0.3, -0.5], [-0.2, 0.0, 0.1], [0.5, -0.4, 0.2], [-0.4, 0.4, 0.2], [-0.5, 0.3, -0.5], [0.5, -0.1, -0.4], [-0.3, 0.1, 0.2], [-1.0, -0.9, 0.5], [0.3, -1.1, -0.5], [-0.1, -0.6, -0.2], [0.2, -1.0, 0.9], [-2.4, 1.1, -1.0], [1.5, 1.7, 0.9], [1.2, 1.7, -0.1], [0.1, 0.0, -0.5], [0.3, -0.4, 0.3], [0.2, -0.4, 0.0], [0.1, 0.1, -1.0], [0.0, 0.1, 0.4], [0.0, 0.0, -0.1], [0.1, -0.8, 0.2], [-0.5, 0.5, 0.1], [0.3, 1.3, 1.0], [0.2, -0.2, -0.2], [0.3, 0.8, 0.0], [2.8, 0.9, 1.7], [0.1, -2.2, 0.1], [-3.4, 0.3, -0.6], [0.2, -1.7, -1.8], [-0.3, 0.1, -0.1], [-0.3, -0.2, 0.0], [0.1, 0.2, -0.2], [0.2, 0.1, 0.2], [-0.5, 0.1, 0.2], [0.3, 0.2, 0.5], [-0.6, 0.1, -0.5], [0.5, 0.1, -0.2], [-0.9, -0.4, -2.0], [-0.9, 0.0, 1.3], [1.1, 0.9, -0.6], [1.1, -1.1, -1.1], [-0.5, -0.4, -0.3], [0.4, 0.2, 1.1], [-0.1, 0.6, 0.9], [0.3, 0.0, -0.7], [0.1, 0.5, 0.6], [0.1, 0.0, 0.0], [0.3, -0.5, 0.4], [-0.8, -0.4, 0.4], [0.0, 0.3, 0.2], [0.2, 0.6, -0.1], [-0.5, -0.3, -0.2], [0.0, -1.1, 0.9], [0.9, 0.8, -1.3], [0.9, -0.4, 1.0], [1.4, 0.2, -0.5], [-2.2, -0.2, -0.8], [-1.1, 1.0, 0.9], [0.5, 0.2, -0.4], [0.1, -0.7, 0.1], [0.3, 0.5, -0.3], [0.0, 0.0, 0.0], [-0.1, -0.2, 0.2], [0.1, -0.2, 0.4], [-0.4, -0.5, -0.1], [-0.2, 0.4, 0.2], [-0.2, 0.3, -0.4]],
  "mulliken_charge": [-1.38, -0.31, 0.06, -0.47, -1.28, -0.43, -1.30, 0.36, 0.38, 0.34, 0.31, 0.33, 0.37, 0.31, 0.39, 0.29, 0.37, 0.38, 0.32, 0.40, 0.30, 0.29, -1.29, -0.36, 0.47, -0.51, -1.28, -0.54, -1.21, 0.33, 0.29, 0.42, 0.22, 0.27, 0.28, 0.28, 0.41, 0.32, 0.29, 0.29, 0.34, 0.39, 0.29, 0.30, -0.92, -0.92, 0.03, -0.18, -1.43, -0.44, -1.39, 0.26, 0.22, 0.40, 0.45, 0.47, 0.36, 0.29, 0.29, 0.33, 0.42, 0.29, 0.44, 0.32, 0.41, 0.31, -1.03, -0.66, 0.02, -0.36, -1.31, -0.44, -1.33, 0.30, 0.23, 0.40, 0.34, 0.40, 0.31, 0.41, 0.39, 0.36, 0.23, 0.36, 0.33, 0.29, 0.37, 0.39, -1.17, -0.54, 0.23, -0.90, -1.05, -0.47, -1.27, 0.40, 0.28, 0.28, 0.35, 0.33, 0.43, 0.41, 0.30, 0.36, 0.26, 0.41, 0.33, 0.33, 0.34, 0.35, -0.69, -0.61, -0.67, 1.02, -0.63, -0.62, -0.65, 0.34, 0.36, 0.30, 0.35, 0.44, 0.34, 0.30, 0.43, -0.62, -0.58, -0.56, 0.99, -0.62, -0.62, -0.72, 0.35, 0.32, 0.31, 0.30, 0.35, 0.36, 0.43, 0.32, -0.46, -0.70, -0.56, 1.07, -0.65, -0.62, -0.77, 0.20, 0.39, 0.30, 0.33, 0.35, 0.33, 0.33, 0.46, -0.51, -0.61, -0.73, 1.03, -0.64, -0.62, -0.69, 0.35, 0.25, 0.35, 0.29, 0.36, 0.41, 0.42, 0.34],
  "total_charge": 0,
  "max_force_ev_per_a": 3.46,
  "molar_mass_da": 986.66,
  "smiles": "O=S1(=O)CCCC1.O=S1(=O)CCCC1.O=S1(=O)CCCC1.O=S1(=O)CCCC1.CCN(CC)CC.CCN(CC)CC.CCN(CC)CC.CCN(CC)CC.CCN(CC)CC",
  "e_tot_ha": -4284.9990
}

{
  "formula": "H8O4",
  "method": "the ωB97M-V functional and the def2-TZVPD basis",
  "elements": ["O", "H", "H", "O", "H", "H", "O", "H", "H", "O", "H", "H"],
  "positions_angstrom": [[-0.18414, -0.30783, -0.12002], [0.35242, -0.13837, 0.65433], [0.33771, 0.02359, -0.85081], [-2.94695, -3.59980, 0.20344], [-3.28526, -3.69277, 1.09403], [-2.43135, -2.79364, 0.22552], [-0.16439, 3.64099, 2.81099], [-0.14881, 4.43976, 3.33820], [0.17260, 3.91073, 1.95664], [2.70062, -0.11251, -3.05326], [2.11412, -0.76065, -3.44335], [3.48348, -0.60946, -2.81574]],
  "atomic_forces_ev_per_a": [[-0.3, -0.2, 0.0], [0.1, 0.1, 0.2], [0.2, 0.1, -0.3], [-0.1, -0.2, -0.2], [-0.1, -0.1, 0.2], [0.2, 0.3, -0.1], [0.0, -0.2, 0.1], [0.0, 0.2, 0.2], [0.1, 0.0, -0.2], [-0.1, 0.2, 0.1], [-0.2, -0.2, -0.1], [0.2, -0.1, 0.1]],
  "nbo_charge": [-0.94, 0.47, 0.47, -0.94, 0.47, 0.47, -0.93, 0.47, 0.47, -0.94, 0.47, 0.47],
  "total_charge": 0,
  "max_force_ev_per_a": 0.35,
  "molar_mass_da": 72.06,
  "smiles": "O.O.O.O",
  "e_tot_ha": -305.7395
}

Ordered LUMO energy results: 0.11, 0.63; unit eV.
Ordered energy relative to the best compared isomer or geometry (same formula, charge and spin) results: 434.31, 104.32; unit kJ/mol.
Ordered HOMO-LUMO gap results: 8.0, 11.9; unit eV.